The following is a quantum chemistry calculation of a single C5H7FS molecule in a non-equilibrium geometry, from OMol25.

The geometry in XYZ format:
```
14
Properties=species:S:1:pos:R:3
C 1.5955 0.1739 0.3950
C 0.7025 -1.0600 0.6977
C -0.4770 -0.7212 -0.2628
C -0.7398 0.6571 0.2959
C 0.5933 1.3946 -0.0195
H 2.4716 0.4561 1.1532
H 1.2035 -1.9508 0.1220
H 0.2329 -1.1349 1.6308
H -0.1109 -0.4236 -1.4010
H -0.7659 0.6801 1.3531
H 0.3750 2.3682 0.7535
H 0.9212 1.7409 -1.1314
F 2.2406 -0.2866 -0.6949
S -2.1587 -0.1140 -0.1790
```

The relative energy (zero: lowest compared OMol25 entry of this formula, charge and spin) is 102.18 kcal/mol. The calculation puts the LUMO energy at 0.88 eV. The value obtained for the HOMO-LUMO gap is 9.804 eV. Its total charge is 0. For the total energy, the calculation gives -18846.2083 eV.

Mulliken atomic charge list, values in e, 4 entries: C 0.27; C -0.73; C -0.22; C -0.20

---

The following is a quantum chemistry calculation of a molecular structure, C34H55GdN6O7S in a non-equilibrium geometry, from OMol25.

The geometry in XYZ format:
```
104
Properties=species:S:1:pos:R:3
Gd -0.2806 0.8667 0.2710
C -1.5662 -2.6795 3.5975
C -0.8294 -1.8823 2.5152
C -0.4044 -2.8099 1.3559
C 0.9620 -3.5288 1.4872
C 0.7533 -5.0236 1.7073
C 1.8729 -2.9586 2.5753
N 1.7576 -3.2713 0.2197
C 1.5456 -4.0420 -1.0258
C 0.2481 -3.7372 -1.7754
N -0.0768 -2.3185 -1.9171
C 0.9687 -1.4542 -2.4713
C 1.2212 -0.3689 -1.4222
O 1.3640 0.8221 -1.6911
O 1.1720 -0.7474 -0.1908
C -1.4201 -2.1552 -2.5121
C -1.5790 -2.8635 -3.8675
C -1.8500 -0.6785 -2.6597
C -3.1239 -0.2314 -1.8959
C -3.6943 0.9827 -2.6405
C -4.1976 -1.3190 -1.8707
N -2.6853 0.2315 -0.5393
C -3.5571 -0.0614 0.6116
C -2.9166 -1.1812 1.4320
N -1.6118 -0.7345 1.9695
C -1.8601 0.2660 3.0382
C -1.5573 1.7613 2.6926
O -1.4475 2.5153 3.6370
O -1.4340 2.0700 1.4594
H -0.8795 -3.3611 4.0922
H -2.3739 -3.2708 3.1748
H -1.9812 -2.0304 4.3631
H 0.0566 -1.4127 2.9546
H -0.4117 -2.1991 0.4450
H -1.1756 -3.5713 1.2332
H 0.2126 -5.1683 2.6384
H 1.6983 -5.5529 1.7924
H 0.1622 -5.4790 0.9170
H 1.3988 -2.9938 3.5491
H 2.1469 -1.9278 2.3511
H 2.7848 -3.5493 2.6424
H 2.7456 -3.3674 0.4641
H 1.5871 -2.2351 -0.0078
H 1.5754 -5.1105 -0.8025
H 2.3994 -3.8279 -1.6752
H -0.5945 -4.1977 -1.2522
H 0.3472 -4.2483 -2.7434
H 0.6779 -0.9726 -3.4073
H 1.8981 -1.9917 -2.6657
H -2.0934 -2.6480 -1.8042
H -0.8270 -2.5264 -4.5783
H -2.5600 -2.6460 -4.2806
H -1.5098 -3.9437 -3.7714
H -2.0197 -0.4797 -3.7210
H -1.0532 0.0036 -2.3394
H -4.0381 0.7066 -3.6336
H -2.9276 1.7487 -2.7452
H -4.5394 1.4041 -2.1008
H -4.3101 -1.7232 -2.8724
H -5.1610 -0.9023 -1.5927
H -3.9715 -2.1367 -1.1937
H -2.6591 1.2522 -0.6221
H -4.5646 -0.3537 0.3095
H -3.6426 0.8360 1.2300
H -2.7530 -2.0406 0.7797
H -3.5958 -1.4744 2.2402
H -1.2505 0.0560 3.9189
H -2.9062 0.2418 3.3599
C 1.1064 3.9207 -1.1948
S -0.0846 3.1464 -2.3348
O -0.8070 2.1625 -1.4252
C -1.3257 4.4495 -2.4263
C -2.0248 4.8103 -1.2851
C -3.0953 5.6804 -1.4031
C -3.4619 6.1738 -2.6472
C -2.7545 5.8097 -3.7835
C -1.6817 4.9396 -3.6727
H 0.6339 4.0195 -0.2150
H 1.3974 4.8923 -1.5791
H 1.9739 3.2652 -1.1494
H -1.7560 4.3847 -0.3263
H -3.6539 5.9521 -0.5212
H -4.3130 6.8312 -2.7294
H -3.0486 6.1747 -4.7564
H -1.1346 4.6274 -4.5487
O 8.3830 1.0377 1.9619
C 7.7105 1.8912 1.0743
N 6.4108 2.1529 1.6353
C 5.2944 1.5858 1.1462
O 5.2351 0.9812 0.0929
C 4.0374 1.7756 1.9555
C 3.9760 2.0797 3.3118
C 2.7252 2.1701 3.8990
C 1.5929 1.9206 3.1401
N 1.6304 1.5953 1.8363
C 2.8442 1.5491 1.2746
H 9.2774 0.8815 1.6407
H 7.5592 1.4254 0.0907
H 8.2465 2.8450 0.9583
H 6.4231 2.5395 2.5661
H 4.8654 2.2257 3.9049
H 2.6233 2.4269 4.9418
H 0.6229 1.9973 3.6122
H 2.9100 1.2997 0.2174
```

The calculation puts the LUMO energy (alpha / beta) at -6.11 / -4.49 eV. The value obtained for the HOMO-LUMO gap (alpha / beta) is 7.892 / 9.515 eV. Its total charge is +2. As for the spin multiplicity: 8. For the total energy, the calculation gives -91084.3358 eV.

Mulliken atomic charge list, values in e, 4 entries: Gd 0.05; C -1.92; C -0.27; C -0.50

---

Which formula does entry 1 have? C5H7FS